1.
DFT (wB97M-V/def2-TZVPD) results for the molecule C8H6N4O.

The geometry in XYZ format:
```
19
Properties=species:S:1:pos:R:3:forces:R:3:nbo_charge:R:1
C 1.462736 -0.102125 -1.310470 -0.5 -0.1 -0.9 0.21
C -2.478934 1.109436 -0.086736 -0.4 0.2 -0.1 -0.24
C -3.187170 -0.018788 -0.256765 -0.1 0.7 0.0 -0.02
C -1.102489 0.732089 0.203291 -0.7 -1.0 -0.2 -0.46
C -1.101029 -0.745236 0.174323 1.3 0.5 0.5 0.43
C -0.061783 1.491548 0.434118 1.0 1.2 0.6 0.81
C 1.832196 -0.521208 -0.006267 0.2 -0.6 0.7 0.06
C 3.211440 -0.168436 0.455414 0.1 0.1 0.2 -0.63
N 1.134761 0.214969 -2.365735 0.1 0.1 -0.1 -0.28
N -0.160256 -1.556019 0.482098 -1.3 -1.3 -0.8 -0.33
N 1.063920 -1.192735 0.776714 1.2 0.8 0.5 -0.15
N -2.380055 -1.125626 -0.099599 0.0 -0.4 -0.1 -0.56
O 0.827814 2.202737 0.666444 -0.8 -0.5 -0.3 -0.42
H -2.817476 2.122307 -0.148297 -0.2 0.1 -0.1 0.23
H -4.227862 -0.133261 -0.491837 -0.1 0.0 0.0 0.23
H 3.668427 -1.022551 0.953325 0.0 0.0 0.0 0.24
H 3.147735 0.651377 1.174590 0.1 0.0 0.0 0.24
H 3.829127 0.148851 -0.381692 0.1 0.0 0.0 0.23
H -2.661093 -2.087326 -0.172917 0.1 0.1 0.0 0.43
```
Forces are in eV/Å.

Properties
Gap between HOMO and LUMO   0.2854 Ha
Highest occupied orbital energy   -7.7 eV
Energy relative to the best compared isomer or geometry (same formula, charge and spin)   0.264 eV

=====

2.
DFT (wB97M-V/def2-TZVPD) results for C9H19N5O3S as an isolated structure.

The geometry in XYZ format:
```
37
Properties=species:S:1:pos:R:3:forces:R:3:nbo_charge:R:1
C -0.290921 3.849698 0.331446 0.5 -2.7 -1.5 -0.19
C -1.135499 2.677648 -0.200769 -1.9 -2.2 -3.9 0.71
C 1.106446 3.481542 -0.364389 -1.8 -2.6 0.7 -0.48
C -1.994607 0.264541 0.361318 1.0 5.6 -1.1 -0.22
C -3.125945 0.653928 1.256892 -4.0 4.0 0.2 0.79
C -1.355881 -1.010778 0.552340 3.1 -2.9 -0.4 -0.43
C -0.032880 -1.310485 -0.262666 1.3 1.5 -2.1 -0.36
C 0.579599 -2.711242 -0.051171 -2.5 0.1 1.0 -0.24
C 2.392971 -4.056314 -0.948649 1.5 -0.5 -4.8 0.56
H 0.928472 4.225665 2.297344 -4.5 -1.5 -2.6 0.39
H -1.047146 4.489251 2.196206 3.7 -2.7 -1.2 0.40
H -0.923078 4.562233 -0.165818 0.6 1.7 0.3 0.24
H 1.765177 4.324253 -0.209398 0.6 -0.3 -0.1 0.22
H 1.281728 2.433690 0.229562 0.6 2.8 -1.4 0.23
H 2.489078 2.563156 -2.188191 -3.1 0.8 -0.3 0.14
H -0.710315 1.608363 1.350014 0.5 0.0 1.0 0.40
H -2.349816 0.545046 -0.644669 -0.5 -1.0 -0.1 0.30
H -2.033412 -1.822249 0.364838 -0.5 -0.4 0.1 0.24
H -0.925877 -1.145453 1.551225 -0.8 0.2 0.4 0.22
H 0.807529 -0.538943 0.104116 -2.0 -1.4 -1.4 0.22
H -0.138727 -1.299187 -1.488269 -0.1 0.8 3.0 0.19
H 1.025643 -2.719508 0.920353 0.7 -0.1 0.7 0.19
H -0.337803 -3.416333 0.095482 1.5 0.4 -0.9 0.17
H 1.083711 -2.796386 -2.006883 1.7 -0.6 1.3 0.41
H 1.678971 -4.667458 0.446219 -1.8 -0.9 1.8 0.32
H 3.834851 -4.957306 -2.101236 0.5 -0.6 0.5 0.38
H 4.091549 -3.213992 -1.736961 -2.5 -3.4 -1.6 0.37
H -4.619167 -0.224857 1.980764 1.5 -1.7 -0.1 0.51
N -0.163894 3.769093 1.781453 0.3 4.5 3.4 -0.88
N -0.971214 1.408937 0.409620 -0.8 1.0 0.1 -0.63
N 1.559760 -2.966928 -1.072543 -1.8 1.3 -0.6 -0.65
N 2.301887 -5.050871 -0.212697 0.8 -0.5 1.6 -0.69
N 3.347583 -4.091457 -2.037587 1.4 4.9 1.5 -0.84
O -1.715913 2.817840 -1.337750 1.6 -0.5 4.3 -0.63
O -3.656740 2.069020 1.342469 3.2 -10.3 0.1 -0.59
O -3.742868 -0.691432 1.710344 -1.1 7.0 -0.3 -0.69
S 0.996752 2.947277 -2.252360 3.4 0.0 2.3 -0.06
```
Forces are in eV/Å.

Properties
Gap between HOMO and LUMO   0.3090 Ha
Highest occupied orbital energy   -9.1 eV
Energy relative to the best compared isomer or geometry (same formula, charge and spin)   9.234 eV

=====

3.
DFT (wB97M-V/def2-TZVPD) results for the molecule C2H5N3O.

The geometry in XYZ format:
```
11
Properties=species:S:1:pos:R:3:forces:R:3:nbo_charge:R:1
C -0.408308 -0.431653 -0.403694 -2.2 -1.5 -0.4 -0.08
C -1.208040 -0.692909 0.754455 2.0 1.7 -0.1 0.05
N 0.051818 0.570510 2.239544 2.5 1.8 1.3 -0.27
N 0.567874 0.413227 -0.314572 0.4 -1.1 -1.9 -0.28
N 1.361868 0.485617 -1.455940 0.6 1.0 3.2 -0.63
O -0.959712 -0.122748 1.949293 -2.0 -1.7 -1.1 -0.20
H -0.755979 -0.961807 -1.424790 1.0 1.1 2.3 0.18
H -2.009905 -1.306797 0.944769 -1.7 -1.4 -0.7 0.20
H 0.703963 0.544888 1.444785 -0.3 0.2 0.2 0.32
H 1.037210 0.059318 -2.264849 -1.0 -0.6 -1.8 0.35
H 1.619211 1.442354 -1.469001 0.7 0.6 -1.0 0.37
```
Forces are in eV/Å.

Properties
Gap between HOMO and LUMO (alpha / beta)   0.3079 / 0.2983 Ha
Highest occupied orbital energy (alpha / beta)   -7.8 / -8.3 eV
Energy relative to the best compared isomer or geometry (same formula, charge and spin)   6.601 eV

=====

4.
DFT (wB97M-V/def2-TZVPD) results for a 2-piece molecular cluster, C10H24N3O6PS overall.

The geometry in XYZ format:
```
45
Properties=species:S:1:pos:R:3:forces:R:3:nbo_charge:R:1
C 1.596428 -0.577603 1.317188 0.6 -0.3 0.4 -0.65
C 1.581042 0.670112 0.329106 0.9 -1.1 0.1 -0.23
N 0.370607 1.512677 0.358410 0.2 -0.1 1.8 -0.50
C -0.841396 0.878205 -0.188978 -0.7 0.3 -0.5 -0.22
C -1.639602 -0.075044 0.810075 0.4 -0.7 -0.3 -0.79
P -3.517203 -0.132752 0.533467 -1.1 -0.4 1.3 1.80
O -4.251990 -1.696530 0.453988 0.7 1.6 0.1 -0.97
O -4.543793 1.222994 0.382283 1.5 -0.6 0.1 -0.98
S -3.337424 -0.251276 -1.625159 -0.4 0.7 -1.4 -0.41
C -3.881862 -0.202917 2.426841 -2.0 -1.1 0.2 -0.46
O -4.053933 1.128883 3.004616 1.0 -0.8 -1.0 -0.43
N -4.079444 0.960940 4.371337 1.3 1.0 1.1 0.37
O -3.370480 1.763361 4.882472 -1.2 -0.7 -0.1 -0.26
C 0.171118 2.233942 1.580884 -0.8 1.0 1.2 0.71
C -0.940091 3.388090 1.550634 0.6 0.0 -1.3 -0.72
O 0.791434 2.095203 2.638565 -0.4 -0.1 -2.4 -0.58
H 1.294819 -1.560716 0.830555 0.2 1.3 0.5 0.20
H 2.680411 -0.720505 1.640068 -1.4 0.1 -0.3 0.23
H 0.985408 -0.415198 2.263496 0.8 -0.1 -1.3 0.22
H 1.719116 0.265805 -0.718295 -0.3 0.7 1.2 0.23
H 2.519518 1.271841 0.557575 -1.5 -0.4 -0.3 0.22
H -0.536204 0.246497 -1.082214 -0.4 1.1 1.1 0.24
H -1.531636 1.717033 -0.533977 0.9 -1.2 0.2 0.20
H -1.447018 0.105620 1.905710 -0.1 0.2 -1.2 0.25
H -1.279742 -1.140934 0.601525 -0.7 1.2 0.4 0.27
H -5.130117 -1.599902 0.040366 0.5 -0.1 -0.1 0.51
H -4.052860 2.044024 0.581714 -0.4 -0.4 0.2 0.51
H -3.544893 1.061716 -2.044716 0.2 -1.1 0.6 0.15
H -3.128398 -0.838741 2.986150 -0.6 1.0 -0.6 0.20
H -4.886199 -0.731225 2.551783 1.3 0.6 -0.2 0.21
H -0.941671 3.991511 2.499462 -0.1 -1.1 -0.9 0.25
H -0.633385 4.102646 0.714058 -0.4 -0.9 0.9 0.23
H -1.963215 2.993215 1.266508 1.1 0.5 0.6 0.20
C 4.510350 -2.839701 -1.850158 0.0 -0.1 0.1 -0.72
C 3.914336 -1.485181 -2.125058 -0.2 0.4 0.2 0.68
O 3.562621 -0.735470 -1.223325 0.3 -0.3 -0.2 -0.65
N 3.770703 -1.101505 -3.421534 0.1 -0.2 0.4 -0.61
C 4.121039 -1.834768 -4.620509 -0.2 0.5 -0.1 -0.41
H 4.558674 -2.998633 -0.773787 -0.1 0.1 -0.1 0.25
H 3.886605 -3.621884 -2.287347 0.2 0.0 -0.1 0.23
H 5.523389 -2.894692 -2.253377 -0.1 -0.1 -0.1 0.23
H 3.364919 -0.182875 -3.523909 0.0 -0.1 0.0 0.40
H 4.842500 -1.243458 -5.188433 0.0 -0.2 -0.1 0.20
H 3.218822 -1.964480 -5.222078 0.2 -0.2 -0.1 0.20
H 4.548701 -2.808322 -4.395983 0.0 0.1 0.1 0.21
```
Forces are in eV/Å.

Properties
Gap between HOMO and LUMO   0.3370 Ha
Highest occupied orbital energy   -9.0 eV
Energy relative to the best compared isomer or geometry (same formula, charge and spin)   1.550 eV

=====

The calculation returns the following M values, one per record and in order: 174.16 277.35 87.08 345.36 g mol⁻¹.